Computed, not measured: an isolated ion of composition C6H11N4 and charge +1, with ωB97M-V/def2-TZVPD.

Values from the calculation:
DFT total energy, eV: -12349.6732
Structure (SMILES): C=C1N=N[C@H]([C@@H](C)N)[N+]1=C
HOMO level (spin up / spin down), eV: -13.4 / -13.4
ΔE to the lowest compared entry with this formula, charge and spin, kcal/mol: 110.5
Total charge: +1

Last column: Mulliken charge in e.
Geometry (Å):
N  2.2167  0.2663  0.6449  -0.341
N  2.2200  1.4090  0.2306  -0.248
N  0.9077  -0.6778  -1.5268  -0.519
N  0.0586  1.0631  0.9191  0.169
C  0.7466  -1.3013  -0.2170  0.198
C  -0.6619  -1.8536  -0.0011  -1.442
C  0.9014  1.9666  0.3275  0.821
C  0.9130  -0.1587  0.9908  -0.433
C  0.7034  3.1850  -0.2052  -0.926
C  -1.1840  1.2958  1.3281  -0.124
H  0.0635  -0.6748  -2.0458  0.193
H  -0.6119  -2.3574  0.8627  0.487
H  -1.6834  2.1209  0.8461  0.183
H  -0.2803  3.5304  -0.2358  0.242
H  -0.8245  -2.5259  -0.9525  0.364
H  1.4636  3.8476  -0.6025  0.320
H  -1.5347  -1.0938  -0.0616  0.309
H  1.6203  -1.0120  -2.1080  0.191
H  -1.7595  0.8128  2.0012  0.379
H  1.5248  -2.0799  -0.2239  0.433
H  0.7681  -0.5867  1.8950  0.742

Atoms 1-6, force components in eV/Å:
0.67 -0.50 1.43
-0.12 1.19 -0.23
-1.13 0.84 1.77
-2.82 -1.03 0.95
-1.65 1.49 -1.28
-0.59 1.20 -5.75